Record 1
CHClO2 | ωB97M-V/def2-TZVPD

Geometry as XYZ:
```
5
Properties=species:S:1:pos:R:3:forces:R:3
C -0.357813 -0.099130 0.707704 -2.08 -1.82 1.80
O -0.716535 0.220385 1.793084 1.23 -0.88 -2.79
O -0.618864 -1.824088 0.407988 0.28 3.88 1.32
Cl 0.086575 -2.486083 -0.911229 0.42 0.03 -0.75
H -0.092093 0.556766 -0.168008 0.15 -1.21 0.42
```
Positions in Å, forces in eV/Å.

Calculated values
ΔE to the lowest compared entry with this formula, charge and spin, kcal/mol: 26.8
Kohn-Sham gap, eV: 10.003

Record 2
C5H10FNO | ωB97M-V/def2-TZVPD

Geometry as XYZ:
```
18
Properties=species:S:1:pos:R:3:forces:R:3
C -2.542555 -0.994050 1.171235 -0.25 -0.87 0.05
C -1.139953 -0.335059 -0.880593 -4.13 0.13 -4.25
C -0.011917 -0.640451 -0.390802 3.30 -0.34 3.01
C 1.343741 -0.241457 -0.801456 -0.35 -1.40 -2.07
C 2.056610 0.849611 -0.129297 -2.01 -1.35 7.41
H -2.094282 -2.032491 1.808386 -0.85 3.41 -2.54
H -2.494385 -0.006507 1.825847 0.50 -2.02 -1.80
H -3.573579 -1.192163 0.936033 -0.57 -0.16 0.95
H -1.260731 0.010868 -1.999185 0.52 -0.23 2.49
H 1.388095 0.048718 -1.962810 -0.29 -1.25 2.24
H 1.961558 -1.117238 -0.482549 -0.13 0.27 -1.26
H 2.329568 0.580100 0.950282 -0.29 -0.56 -1.20
H 2.918289 0.792952 -0.552302 5.82 0.64 -2.94
H 0.804741 2.118177 0.982448 2.15 0.24 -4.44
H 1.135290 2.110069 -0.944112 -1.04 2.03 1.86
N 1.550406 2.146054 0.035491 -3.28 0.72 0.46
O -2.331338 -0.782441 -0.429009 0.23 0.00 3.43
F -0.039560 -1.314692 0.862394 0.67 0.73 -1.40
```
Positions in Å, forces in eV/Å.

Calculated values
ΔE to the lowest compared entry with this formula, charge and spin, kcal/mol: 119.0
Kohn-Sham gap, eV: 9.584

Record 3
C5H13N4O3Si | ωB97M-V/def2-TZVPD

Geometry as XYZ:
```
26
Properties=species:S:1:pos:R:3:forces:R:3
C 3.559083 1.407774 0.568554 -0.90 -0.51 -1.99
C 3.298965 0.332025 -0.561357 0.98 -0.12 2.71
C -0.158165 0.427695 2.236304 2.12 1.89 -1.76
C -1.444814 1.065065 -0.919044 -1.61 1.83 -2.35
C -1.481608 -1.712855 0.202675 1.52 -0.05 -1.31
N 2.543894 2.149863 0.682160 0.65 -0.01 0.91
N 1.921154 0.431155 -0.837747 -1.35 2.08 -0.43
N 3.822794 -0.998196 0.041048 -0.95 -0.24 -2.49
N 0.825668 -0.455114 -0.601888 1.80 -1.43 0.69
O 2.966817 -1.740634 0.491563 0.70 0.00 0.82
O 4.954590 -1.260623 -0.268179 -0.05 -0.05 0.98
O 1.522297 1.758787 -0.064128 -0.03 -1.33 -0.78
Si -0.470297 -0.212928 0.508586 1.20 -1.06 0.67
H 4.536791 1.535449 0.990730 0.03 0.27 0.41
H 3.968499 0.538687 -1.388483 -0.17 -0.25 -0.37
H 0.456233 -0.258549 2.831830 -0.63 -0.28 -0.13
H 0.521809 1.362533 2.148788 -1.14 -1.41 -0.03
H -1.052648 0.780155 2.652771 -1.25 0.11 1.19
H -1.734758 1.001161 -2.033731 0.61 0.43 1.35
H -2.380597 1.041522 -0.476144 -1.67 0.04 1.38
H -0.777854 1.843715 -0.744155 0.52 2.10 0.17
H -0.964513 -2.600538 0.506657 0.62 -0.55 0.32
H -2.223464 -1.607862 0.888318 -2.79 -0.02 1.96
H -1.897580 -1.948126 -0.781332 0.16 0.55 0.07
H 1.120350 -1.425213 -0.363227 0.52 0.83 -0.46
H -0.861893 0.242615 -1.028764 1.12 -2.81 -1.52
```
Positions in Å, forces in eV/Å.

Calculated values
ΔE to the lowest compared entry with this formula, charge and spin, kcal/mol: 42.0
Charge: +1
Kohn-Sham gap, eV: 9.176

Record 4
C10H10Cl2NO2 | ωB97M-V/def2-TZVPD

Geometry as XYZ:
```
25
Properties=species:S:1:pos:R:3:forces:R:3
C -1.370918 -3.347980 -0.781323 -1.28 -3.51 -0.64
C -1.643816 -2.234158 -0.002067 -2.37 -1.20 -0.06
C -0.114338 -3.572803 -1.366533 -1.95 1.45 1.63
C -0.715953 -1.248368 0.052849 0.42 2.77 0.14
C 0.850217 -2.679844 -1.071544 2.29 -0.14 -1.61
C 0.604794 -1.520257 -0.401491 -0.40 1.56 1.46
C 1.733700 0.456840 0.682823 0.56 -0.60 1.03
C -1.475807 3.691058 0.537013 -2.24 -0.92 0.67
C 1.688903 -0.625680 -0.150259 0.09 -0.23 -1.00
C -0.153919 3.178173 0.118475 0.08 0.14 0.45
N 0.842061 3.470481 0.779646 2.13 -0.82 1.41
O 2.648300 1.296212 0.684358 -0.24 0.93 0.79
O 0.778134 0.450965 1.733047 0.03 -0.32 -1.36
Cl 3.173967 -0.852236 -1.129222 -0.38 0.38 0.23
Cl -0.261569 2.047636 -1.185734 0.24 -0.80 -1.02
H -2.155077 -4.206842 -0.933131 1.29 1.87 0.44
H -2.678159 -2.202656 0.491092 1.59 0.43 -0.89
H 0.126392 -4.340480 -2.005460 0.05 -1.96 -1.25
H -1.039238 -0.164663 0.265403 0.83 -2.05 0.34
H 1.858758 -2.725855 -1.532255 -0.87 -0.51 0.46
H -1.615278 3.231847 1.569396 0.32 1.54 -0.73
H -2.342828 3.168048 0.052664 0.90 0.83 -0.34
H -1.542637 4.791452 0.410282 -0.11 -0.74 0.64
H 1.080658 1.112523 2.336919 0.40 0.84 0.55
H 1.723644 2.826576 0.845058 -1.37 1.08 -1.31
```
Positions in Å, forces in eV/Å.

Calculated values
ΔE to the lowest compared entry with this formula, charge and spin, kcal/mol: 27.1
Charge: -1
Kohn-Sham gap, eV: 6.292

Record 5
C3H4F2O | ωB97M-V/def2-TZVPD

Geometry as XYZ:
```
10
Properties=species:S:1:pos:R:3:forces:R:3
C -0.644294 1.453266 -0.277094 0.87 2.83 -1.90
C 0.508055 -0.550624 0.010485 0.76 6.87 -3.79
C 0.350433 -1.643353 0.560968 3.22 -5.68 1.73
H -1.051009 1.865141 0.808043 0.97 -0.85 -3.01
H 0.504600 1.796747 -0.516475 -2.71 -0.24 1.03
H -1.237057 1.838739 -1.336364 1.19 -0.70 3.58
H 1.466261 -0.096209 -0.413089 -1.25 -0.98 1.13
O -0.643595 0.074364 -0.373121 -0.61 -0.21 -0.05
F -0.688509 -2.314259 0.804065 -2.54 -0.87 0.83
F 1.435115 -2.423811 0.732583 0.10 -0.17 0.46
```
Positions in Å, forces in eV/Å.

Calculated values
ΔE to the lowest compared entry with this formula, charge and spin, kcal/mol: 67.9
Kohn-Sham gap, eV: 10.240

Record 6
C2H6NS | ωB97M-V/def2-TZVPD

Geometry as XYZ:
```
10
Properties=species:S:1:pos:R:3:forces:R:3
S -0.773995 -2.098314 3.126780 0.09 0.17 -0.26
H -1.549223 -1.068889 2.733716 0.02 -0.06 0.05
C -0.015564 1.158406 -1.618921 -0.02 -0.13 0.36
C 0.015663 0.112262 -0.780188 0.42 -0.14 -0.99
N 1.026663 -0.245566 0.098011 -0.68 0.09 0.18
H 0.747968 1.926022 -1.648347 0.00 0.03 0.09
H -0.840661 1.229312 -2.307758 -0.06 0.12 -0.10
H -0.743184 -0.646787 -0.933375 -0.09 -0.05 0.36
H 1.441949 0.558657 0.547990 0.13 -0.18 0.07
H 0.690388 -0.925103 0.782093 0.19 0.15 0.23
```
Positions in Å, forces in eV/Å.

Calculated values
ΔE to the lowest compared entry with this formula, charge and spin, kcal/mol: 6.4
Charge: -1
Kohn-Sham gap, eV: 6.553